# 1
A molecular structure, C20H31BrClN2O4PSYb in a non-equilibrium geometry, computed with ωB97M-V/def2-TZVPD.

Properties
Lowest unoccupied orbital energy: -9.503 eV
Energy: -166598.846 eV
Strongest force on any atom: 12.079 eV/Å
Frontier orbital gap: 3.08 eV

```
! wB97M-V def2-TZVPD RIJCOSX def2/J DEFGRID3
* xyz 2 1
C 4.78402 -1.90393 -0.37086
C 3.66857 -1.72041 0.50172
C 2.17398 -1.52509 1.12753
C 1.06169 -0.82027 0.09758
C 1.22467 -1.69670 -1.27150
C 1.13334 -3.33652 -1.08080
C 0.38543 -4.03300 -2.40446
Br 1.35781 -3.51034 -4.11524
C 1.38696 0.80429 -0.13800
C 2.59257 1.48174 0.79464
C 4.02175 1.61818 0.37732
C 1.52429 1.41878 -1.63894
Cl 1.70158 3.29666 -1.45485
C 0.24669 1.24335 -2.63463
C -0.49166 2.61926 -3.12681
O 0.21168 1.52349 0.37092
C -0.89679 0.84268 1.12868
C -2.18983 1.44558 0.29553
C -3.65126 0.85497 0.69013
C -4.93756 1.79806 0.22782
P -0.74908 1.66660 2.80868
O 0.03332 0.82578 4.09507
O 0.20670 3.15081 2.57754
S -2.44621 2.34857 3.58173
C -0.43908 -0.74430 0.84768
C -0.65942 -1.70622 2.19681
N -1.98195 -1.44075 2.90332
O -1.31352 -1.02808 -0.29513
C -2.00442 -2.29903 -0.25092
N -2.60982 -3.46553 -0.17514
H 5.81964 -2.30758 -0.80513
H 2.27780 -0.91956 2.15136
H 1.83962 -2.61535 1.48145
H 2.25586 -1.49665 -1.84170
H 0.42066 -1.46300 -2.12292
H 2.20373 -3.77506 -0.90321
H 0.48972 -3.56848 -0.11942
H 0.51575 -5.20429 -2.33239
H -0.74312 -3.69677 -2.47295
H 2.35664 1.84588 1.90738
H 4.32045 1.08261 -0.63054
H 4.83130 2.25578 0.97734
H 2.52509 1.04109 -2.11282
H 0.66038 0.72122 -3.62582
H -0.59717 0.53931 -2.23226
H -1.40136 2.26156 -3.81467
H -1.01704 3.23357 -2.25369
H 0.16616 3.29871 -3.83644
H -2.21268 2.61043 0.55905
H -2.08378 1.39383 -0.87054
H -3.80647 0.54323 1.80598
H -3.79069 -0.14925 0.05730
H -5.82093 1.51320 0.96834
H -5.30506 1.46072 -0.85256
H -4.73846 2.94711 0.29932
H -0.35447 1.23724 4.94575
H 1.03063 3.10443 3.18101
H 0.17324 -1.50278 3.02974
H -0.48548 -2.86390 1.95527
H -2.77657 -1.33119 2.23840
H -2.17682 -2.34504 3.42810
Yb 2.07907 4.44036 -3.82416
*
```

---

# 2
C3H5BN2O2 in the gas phase in a non-equilibrium geometry, computed with ωB97M-V/def2-TZVPD.

Properties
SMILES string: OB(O)c1ncc[nH]1
Relative energy (zero: lowest compared OMol25 entry of this formula, charge and spin): 42.64 kJ/mol
Lowest unoccupied orbital energy: 0.356 eV
Energy: -10945.958 eV
Strongest force on any atom: 2.925 eV/Å
Frontier orbital gap: 9.19 eV

```
! wB97M-V def2-TZVPD RIJCOSX def2/J DEFGRID3
* xyz 0 1
O -0.36607 -1.64063 1.96018
B -0.84071 -1.02799 0.84745
O -2.01101 -1.52184 0.28275
C 0.11226 0.01454 0.24864
N 1.26481 0.18148 0.82063
C 1.98851 1.12136 0.23242
C 1.28601 1.60326 -0.83317
N 0.11227 0.91682 -0.83425
H -0.83649 -2.32917 2.36563
H -2.48617 -1.81971 1.10233
H 2.97840 1.38955 0.50571
H 1.41249 2.39349 -1.63223
H -0.54446 0.97592 -1.59694
*
```

---

# 3
A molecular structure, C30H20N8O3Pt, computed with ωB97M-V/def2-TZVPD.

Properties
Relative energy (zero: lowest compared OMol25 entry of this formula, charge and spin): 6.18 kJ/mol
Lowest unoccupied orbital energy (spin up / spin down): -7.589 / -7.625 eV
Energy: -52728.205 eV
Strongest force on any atom: 0.621 eV/Å
Frontier orbital gap (spin up / spin down): 5.96 / 5.89 eV

```
! wB97M-V def2-TZVPD RIJCOSX def2/J DEFGRID3
* xyz 2 1
Pt 0.51887 -0.84389 0.67944
C -2.36646 -0.28376 -4.03525
C -2.39897 -1.39351 -3.19918
C -1.36648 -1.62041 -2.30239
C -0.29889 -0.73079 -2.24994
C -0.25639 0.37880 -3.08903
C -1.29408 0.59703 -3.98384
N 0.74625 -0.94580 -1.30999
C 2.03302 -1.14432 -1.63485
C 2.51136 -1.33988 -2.95882
C 3.83509 -1.59480 -3.15789
C 4.78169 -1.67300 -2.09093
C 4.37571 -1.49567 -0.81145
C 2.99784 -1.22494 -0.57244
N 2.47151 -1.03392 0.65955
N 3.09254 -1.14038 1.76268
C 2.26486 -0.99273 2.87668
C 2.80277 -1.10748 4.14867
C 1.96718 -0.94845 5.24026
C 0.62018 -0.66260 5.04651
C 0.14123 -0.56829 3.75616
N 0.94275 -0.73506 2.70045
H -3.17134 -0.11272 -4.73671
H -3.21621 -2.09899 -3.26698
H -1.35224 -2.50895 -1.68253
H 0.58121 1.06446 -3.03705
H -1.26260 1.45398 -4.64287
H 1.81667 -1.31722 -3.78554
H 4.18536 -1.75900 -4.16871
H 5.81628 -1.88917 -2.31311
H 5.05511 -1.56190 0.02616
H 3.85631 -1.32178 4.25156
H 2.36413 -1.04734 6.24125
H -0.05234 -0.52119 5.87931
H -0.89885 -0.35869 3.54592
O -4.23884 4.95647 0.15068
N -3.04783 4.78227 0.16719
O -2.20140 5.64442 0.07333
C -2.58084 3.37073 0.30803
C -3.55892 2.44192 0.38123
C -3.24708 1.05304 0.52108
C -4.21337 0.03365 0.62169
C -3.80514 -1.26736 0.78149
C -2.43873 -1.56075 0.82828
N -1.52561 -0.60793 0.71985
C -1.90681 0.68427 0.56979
C -0.87247 1.67121 0.47228
N 0.40582 1.20131 0.50903
C 1.42468 2.04423 0.45512
C 1.21276 3.41708 0.35703
C -0.06577 3.91683 0.30509
C -1.17044 3.03447 0.35666
H -4.58996 2.76443 0.33713
H -5.26538 0.28375 0.57454
H -4.51773 -2.07449 0.86886
H -2.06282 -2.56788 0.95685
H 2.42084 1.62236 0.48261
H 2.06460 4.08034 0.31886
H -0.23013 4.97756 0.22392
O 1.01068 -4.81422 -0.24210
C 0.74677 -3.80376 0.26689
N 0.41004 -2.80157 0.84952
*
```

---

# 4
2 unconnected molecules or ions with the total composition C5H15N2 in a non-equilibrium geometry, computed with ωB97M-V/def2-TZVPD.

Properties
Relative energy (zero: lowest compared OMol25 entry of this formula, charge and spin): 272.66 kJ/mol
Lowest unoccupied orbital energy: -3.412 eV
Energy: -8399.851 eV
Strongest force on any atom: 2.130 eV/Å
Frontier orbital gap: 9.14 eV

```
! wB97M-V def2-TZVPD RIJCOSX def2/J DEFGRID3
* xyz 1 1
C -3.07037 0.54610 -0.43675
N -1.92974 0.78968 0.53211
C -1.50346 -0.56456 0.98622
C -0.84124 1.46492 -0.19469
H -3.80814 -0.12890 -0.02446
H -2.65585 0.17460 -1.43316
H -3.63339 1.51185 -0.64402
H -0.54739 -0.45320 1.54095
H -2.17646 -1.06500 1.65852
H -1.29708 -1.23609 0.07848
H 0.01231 1.72118 0.52032
H -1.14410 2.45883 -0.55332
H -0.57074 0.87067 -1.06271
C 2.66050 -1.07020 -0.50807
C 3.90285 -0.58945 -0.35033
N 1.57450 -0.53132 0.29878
H 2.32810 -1.82899 -1.27930
H 4.73426 -1.00876 -0.94424
H 4.15325 0.19874 0.34681
H 1.00413 -1.32899 0.67854
H 1.86855 0.05184 1.08947
H 0.93950 0.01705 -0.29913
*
```

---

# 5
12 unconnected molecules or ions with the total composition H24O12 in a non-equilibrium geometry, computed with ωB97M-V/def2-TZVPD.

Properties
Relative energy (zero: lowest compared OMol25 entry of this formula, charge and spin): 83.72 kJ/mol
Lowest unoccupied orbital energy (spin up / spin down): 2.464 / 2.401 eV
Energy: -24959.963 eV
Strongest force on any atom: 1.688 eV/Å
Frontier orbital gap (spin up / spin down): 2.66 / 9.95 eV
⟨S²⟩: 0.75

```
! wB97M-V def2-TZVPD RIJCOSX def2/J DEFGRID3
* xyz -1 2
O -0.20368 -2.41788 -1.33641
H 0.14919 -2.77964 -2.14934
H -0.83537 -3.07178 -1.03705
O -2.77832 -0.82704 -1.22353
H -3.57948 -1.19036 -1.60085
H -2.07226 -1.21445 -1.74086
O 1.72752 3.55578 -0.97659
H 1.19111 2.82161 -0.67746
H 1.10591 4.27356 -1.09754
O -2.41540 -2.52874 1.09849
H -2.51455 -2.19809 1.99129
H -1.86018 -1.88179 0.66326
O 0.27301 -0.25675 2.32950
H -0.42279 0.38400 2.18275
H -0.12662 -0.92049 2.89162
O 1.13710 -3.46998 0.76067
H 0.66111 -2.87700 0.17925
H 1.73954 -3.93947 0.18372
O 2.85185 1.87997 1.24693
H 2.47070 1.00701 1.15258
H 3.16262 2.10228 0.36930
O 2.92973 -1.12634 1.35883
H 1.98349 -1.24424 1.44223
H 3.18678 -1.73252 0.66407
O 0.49173 0.60973 -0.35137
H -0.33385 0.98217 -0.04164
H 0.33760 -0.33484 -0.36802
O 1.58244 1.46952 -3.34371
H 0.65478 1.28771 -3.19329
H 1.88269 1.87429 -2.52992
O -1.53552 3.55702 -0.23842
H -1.86457 3.11137 0.54219
H -1.30962 4.43644 0.06459
O -2.19480 0.33930 1.01825
H -2.94465 0.24552 1.60578
H -2.52721 0.07412 0.16069
*
```

---

# 6
2 unconnected molecules or ions with the total composition C2HF3O3S in a non-equilibrium geometry, computed with ωB97M-V/def2-TZVPD.

Properties
SMILES string: O=S(=O)=CF.O=C(F)F
Relative energy (zero: lowest compared OMol25 entry of this formula, charge and spin): 110.39 kJ/mol
Lowest unoccupied orbital energy (spin up / spin down): -1.606 / -1.606 eV
Energy: -27217.211 eV
Strongest force on any atom: 1.696 eV/Å
Frontier orbital gap (spin up / spin down): 8.52 / 8.52 eV

```
! wB97M-V def2-TZVPD RIJCOSX def2/J DEFGRID3
* xyz 0 1
O 1.71492 2.65049 -0.52556
S 0.33380 2.43809 -0.20950
O -0.45916 3.53367 0.25106
C 0.01004 0.91880 0.50657
F -1.29441 0.73894 0.71694
H 0.44034 0.07627 -0.02679
O -1.53202 -2.13276 -1.18345
C -1.82019 -2.58805 -0.15525
F -1.51277 -2.09806 1.02847
F -2.49921 -3.69341 0.05923
*
```

---

# 7
A molecular structure, C15H14N4O2STb in a non-equilibrium geometry, computed with ωB97M-V/def2-TZVPD.

Properties
Lowest unoccupied orbital energy (spin up / spin down): -4.399 / -3.943 eV
Energy: -59101.047 eV
Strongest force on any atom: 2.889 eV/Å
Frontier orbital gap (spin up / spin down): 6.71 / 7.16 eV
⟨S²⟩: 12.07

```
! wB97M-V def2-TZVPD RIJCOSX def2/J DEFGRID3
* xyz 1 7
Tb -0.33328 -0.67165 -1.67699
O -1.81077 -1.99228 -1.08093
C -2.67207 -1.43860 -0.25670
C -4.00393 -1.45005 -0.63411
C -4.97546 -0.87075 0.20840
C -4.63355 -0.30740 1.45910
C -3.27077 -0.33871 1.86656
C -2.27691 -0.93559 1.03745
C -0.88935 -0.69620 1.40638
N 0.08962 -0.74761 0.50728
N 1.29365 -0.20103 0.68106
C 2.11968 -0.26643 -0.32003
O 1.81511 -0.71410 -1.52071
C 3.54684 0.11302 -0.06190
C 4.42490 0.29394 -1.08609
C 5.82890 0.22491 -0.85582
C 6.33479 0.03520 0.42497
C 5.42999 0.03951 1.49745
C 4.06121 0.08512 1.26737
H -4.23184 -1.85127 -1.62797
H -5.99343 -0.81939 -0.09180
H -5.39210 0.04886 2.12190
H -3.04185 0.18179 2.81398
H -0.66087 -0.36227 2.42027
H 4.03474 0.34493 -2.10008
H 6.47865 0.20628 -1.74029
H 7.36540 -0.15714 0.62355
H 5.75933 -0.07985 2.51337
H 3.34196 0.01007 2.07578
N -2.19740 1.88949 -0.09432
C -1.75489 1.63234 -1.34841
N -2.57549 0.79420 -2.09928
S -0.36595 2.11029 -2.09610
H -3.15625 1.81554 0.11134
H -1.69847 2.51946 0.52026
H -3.51300 0.51939 -1.77817
H -2.47713 1.03601 -3.08677
*
```